{"formula": "C34H32N3O", "method": "ωB97M-V/def2-TZVPD", "e_above_lowest_ev": 0.541, "homo_ha": -0.364, "e_tot_ev": -42288.714, "gap_ev": 6.11, "charge": 1, "elements": ["O", "N", "N", "N", "C", "C", "C", "C", "C", "C", "C", "C", "C", "C", "C", "C", "C", "C", "C", "C", "C", "C", "C", "C", "C", "C", "C", "C", "C", "C", "C", "C", "C", "C", "C", "C", "C", "C", "H", "H", "H", "H", "H", "H", "H", "H", "H", "H", "H", "H", "H", "H", "H", "H", "H", "H", "H", "H", "H", "H", "H", "H", "H", "H", "H", "H", "H", "H", "H", "H"], "xyz": [[-0.604, 2.188, 2.441], [-0.596, 2.793, -0.382], [-2.385, -0.576, -3.184], [0.591, -2.133, 2.759], [-3.900, -1.191, -1.337], [-2.233, 4.593, -1.727], [-0.440, 0.032, -4.643], [1.679, 1.458, 2.322], [2.862, 0.596, 4.268], [0.798, -2.701, -0.749], [-1.414, -0.375, -1.153], [-1.405, -0.829, 3.416], [0.927, 0.344, -4.602], [-0.943, 4.315, -2.192], [0.963, 0.100, -2.169], [1.710, 1.122, 3.685], [1.615, 0.372, -3.378], [-3.329, -0.984, -4.207], [2.743, -3.816, 0.224], [0.262, 1.898, 0.276], [2.872, 1.365, 1.586], [1.941, -3.499, -0.887], [2.381, -3.380, 1.510], [-0.511, -1.239, 0.998], [-2.725, 3.851, -0.652], [-2.605, -0.709, -1.851], [-0.414, -0.100, -2.176], [-0.164, 3.381, -1.554], [4.046, 0.505, 3.518], [-1.077, -0.167, -3.427], [-1.892, 2.992, 0.046], [0.501, -2.161, 0.491], [1.020, -2.411, 4.119], [0.360, 1.899, 1.699], [1.245, -2.591, 1.612], [-1.260, -0.329, 0.258], [4.047, 0.895, 2.174], [-0.487, -1.383, 2.419], [-2.175, 2.469, 0.952], [3.636, -4.425, 0.091], [-1.009, -0.045, -5.567], [0.815, 1.280, 4.292], [-0.511, 4.815, -3.057], [-4.735, -0.563, -1.682], [0.124, -2.530, -1.585], [-3.527, -2.063, -4.135], [-4.276, -0.442, -4.099], [-2.894, -0.777, -5.184], [2.890, 1.687, 0.543], [1.506, 0.005, -1.223], [2.952, -3.614, 2.405], [-1.623, -1.554, 4.215], [-4.098, -2.232, -1.637], [1.724, -3.246, 4.086], [1.160, 1.727, -0.310], [0.828, 3.087, -1.884], [2.683, 0.608, -3.363], [1.508, -1.537, 4.578], [0.146, -2.687, 4.718], [1.458, 0.561, -5.525], [-1.005, 0.095, 3.862], [-1.934, 0.323, 0.817], [-3.762, 3.934, -0.318], [2.221, -3.868, -1.876], [4.964, 0.826, 1.578], [4.956, 0.144, 3.994], [2.842, 0.262, 5.304], [-2.835, 5.366, -2.199], [-3.867, -1.163, -0.247], [-2.339, -0.568, 2.907]]}